Entry 1:
A cluster of 6 separate species, C43H69ClF3N4O19S3 in total at a distorted geometry, computed with ωB97M-V/def2-TZVPD.

Frontier orbital gap: 0.288 Eh
LUMO energy: -2.60 eV
HOMO: -10.435 eV
Largest force on an atom: 0.0564 Eh/bohr
Net charge: +1

XYZ file:
```
142
C43H69ClF3N4O19S3, DFT ωB97M-V/def2-TZVPD
C 5.235 1.246 -1.392
C -0.979 -1.985 0.575
H 5.959 4.097 -0.871
H -0.610 0.940 0.438
H 6.782 0.991 -3.347
H 4.860 -2.799 -4.991
O -7.304 -3.267 -2.237
C -6.958 -2.210 -3.136
C 2.762 4.052 -3.841
N -4.516 2.189 0.633
C 3.776 3.745 -0.862
H 1.587 3.963 -2.116
H 2.647 -0.890 -2.570
C -0.519 2.758 1.504
F 4.815 1.928 -4.525
H 1.900 2.247 3.846
S -3.471 3.030 2.881
C 4.952 -3.880 -5.079
H 0.207 -3.309 6.557
C 2.916 2.232 2.232
C 0.001 -4.210 5.998
H -6.202 3.085 -0.214
C -5.122 3.010 -0.417
H 0.379 2.035 -1.245
C -4.572 0.358 -1.154
O 0.130 -0.428 7.025
H 1.194 3.162 -0.189
C 0.212 1.567 0.802
C 2.217 3.255 -2.661
S -1.903 3.203 0.389
H 0.157 3.609 1.663
H -7.036 7.090 -0.908
O 3.319 5.105 -3.781
C -1.222 -2.427 -0.723
O -5.179 -3.256 -1.466
C 5.079 4.397 -1.462
C -3.411 2.773 1.272
O -6.767 -4.662 -0.686
C -5.501 7.760 -2.934
H 1.215 0.425 4.776
C -3.592 8.503 -4.023
Cl 2.412 3.516 -5.542
O 4.543 -6.485 -5.272
C -4.971 2.475 -1.860
H 3.612 2.900 2.775
H -4.933 -0.679 -1.160
H 5.638 2.004 -0.709
C 2.538 -0.642 0.637
C 2.413 1.482 -0.811
C -4.333 0.768 0.309
O 0.153 -1.340 4.956
F 2.904 1.011 -4.086
O -6.779 8.066 -2.726
H -5.607 3.049 -2.546
H 4.045 3.519 0.175
H 5.263 4.064 -2.486
H 1.660 -2.156 -3.296
H -7.852 -1.966 -3.702
H 1.046 -7.722 -5.286
H 5.304 0.019 0.341
H -2.197 -2.843 -0.967
O 1.821 -5.046 7.717
H 2.842 -2.560 -2.077
O 2.252 1.529 3.302
H 2.245 2.939 1.731
H 3.066 4.572 -0.800
H -3.645 0.354 -1.759
H 5.515 -4.251 -4.223
F 4.677 -0.059 -3.754
C 1.055 2.086 -0.384
H 4.695 1.858 1.198
H -1.763 -2.057 1.327
H -0.885 -4.049 5.393
C 0.753 -5.599 7.692
H 3.253 -1.432 0.917
H -4.975 -5.660 -0.349
O 0.380 -6.618 8.463
C -0.350 -1.129 6.178
C 4.571 0.187 -0.459
H -3.335 0.395 0.589
H 5.032 5.485 -1.374
H -7.498 6.149 -2.360
N 4.279 1.749 -2.348
H -0.880 2.418 2.480
H 4.128 0.518 2.070
C -0.184 -2.327 -1.616
H -1.488 -2.062 8.359
C 3.592 -5.757 -5.193
O -5.527 1.148 -1.856
N 6.000 -2.784 -0.153
H 0.712 0.994 1.586
C 5.360 -1.947 -0.663
O 2.314 -6.132 -5.191
H -3.944 2.458 -2.257
H -3.028 -2.310 7.522
C 4.139 1.175 -3.601
O -4.923 6.798 -2.494
H 0.355 -1.103 1.934
H 2.266 -7.404 8.857
H 1.684 -0.882 3.693
H 2.193 -0.367 1.645
H -5.431 -4.455 0.893
H -5.035 0.195 0.937
C -2.131 -1.698 7.558
H -2.989 8.511 -3.116
O -4.971 8.701 -3.713
C 1.042 -1.767 -1.263
H 2.150 -0.961 5.396
H 5.473 -4.110 -6.007
C -6.306 -3.686 -1.464
C 1.381 -7.054 9.387
O 3.633 -4.424 -5.089
H 1.478 2.539 -3.048
H 2.526 -7.920 -6.234
C 3.238 2.527 -1.696
H -6.181 -2.532 -3.827
O -0.266 -5.295 6.885
H -0.326 -2.702 -2.627
C 1.371 -0.639 4.703
H 0.959 -7.881 9.951
C 2.092 -1.802 -2.354
O 4.555 -1.055 -1.154
H -6.639 -1.326 -2.587
H -8.503 7.497 -1.810
N 3.225 0.638 0.133
S 6.884 0.685 -2.032
H 0.833 -4.452 5.336
C 2.118 -7.545 -5.297
H 2.138 0.760 -1.598
C -7.482 7.137 -1.901
H 1.641 -6.253 10.077
H -4.767 4.053 -0.410
O -1.479 -1.830 6.290
C 0.223 -1.441 0.902
H 2.569 -8.060 -4.451
H -6.298 -5.993 0.777
H -3.451 7.570 -4.568
C -5.799 -5.215 0.206
H -2.418 -0.663 7.736
H -3.284 9.330 -4.657
C 3.769 1.306 1.392
C 1.301 -1.258 0.015
```

***

Entry 2:
The ion C7H10N3O3S with charge -1 at a distorted geometry, computed with ωB97M-V/def2-TZVPD.

Frontier orbital gap: 0.301 Eh
SMILES: CN(NNc1ccccc1)S(=O)(=O)[O-]
LUMO energy: 3.24 eV
HOMO: -4.943 eV
Largest force on an atom: 0.0684 Eh/bohr
Net charge: -1

XYZ file:
```
24
C7H10N3O3S, DFT ωB97M-V/def2-TZVPD
H 1.273 -1.731 -1.706
C -2.136 2.129 -0.362
C -3.567 0.334 0.179
H -0.085 1.522 0.047
H -2.053 3.040 -0.929
N -0.152 -0.854 0.793
H -4.639 -0.019 0.401
C -1.126 1.332 0.165
C -3.410 1.572 -0.393
S 3.577 0.299 0.046
C 1.993 -1.685 -0.952
H -0.167 -1.788 0.469
H -2.860 -1.490 0.973
C -2.545 -0.494 0.689
H 3.018 -1.911 -1.307
N 1.116 -0.280 0.795
O 3.966 -0.566 1.182
N 1.845 -0.330 -0.437
H 1.840 -0.626 1.508
H -4.177 2.319 -0.808
O 4.416 0.108 -1.072
H 1.851 -2.487 -0.201
C -1.290 -0.029 0.518
O 3.312 1.637 0.400
```

***

Entry 3:
A cluster of 2 separate species, C34H57Si in total at a distorted geometry, computed with ωB97M-V/def2-TZVPD.

Frontier orbital gap: 0.212 Eh
LUMO energy: -5.41 eV
HOMO: -11.171 eV
Largest force on an atom: 0.0286 Eh/bohr
Net charge: +1

XYZ file:
```
92
C34H57Si, DFT ωB97M-V/def2-TZVPD
C -5.150 0.134 -0.433
C -2.615 2.506 -6.901
H -1.089 -0.652 -0.387
C -0.499 -2.608 -1.092
H 0.883 -3.737 4.861
C 4.591 0.221 3.365
H -0.580 -0.893 3.138
C 0.590 -3.997 0.597
H -0.820 -3.329 -3.078
C -0.621 -1.608 -0.130
C -2.001 3.331 -4.597
C -0.368 3.077 -1.774
C -0.123 -1.755 1.167
H -2.099 5.333 -3.854
H 4.668 -2.906 0.498
C 4.140 -0.603 2.266
C 4.697 -1.869 0.123
H 0.746 -5.750 1.892
H 0.496 1.397 0.385
H 4.221 1.266 5.193
H -4.901 2.257 -0.125
H -4.505 1.271 1.278
C 0.341 -3.503 3.937
H 0.220 -4.612 -1.435
C 2.115 -1.780 3.297
H -1.157 4.040 -6.467
H 8.255 1.824 3.067
H 2.783 -2.077 4.126
H -6.670 -0.011 1.094
H -0.391 -2.716 4.158
H -2.867 1.449 -1.302
C 0.588 -2.918 1.514
C -4.431 1.313 0.184
H -2.420 3.823 -1.892
C -0.301 -0.601 2.116
H 0.040 3.856 0.783
H -1.996 1.615 -6.757
H -7.202 -1.231 -1.671
H -3.006 3.071 -4.251
H 3.574 -0.365 5.178
C 8.129 1.121 2.236
H 1.421 -1.037 3.717
H 0.888 -6.068 0.158
C -2.951 1.335 -0.208
H 0.640 3.475 -1.968
H -4.612 -0.788 -0.177
H 8.914 0.353 2.291
C 0.119 -3.803 -0.699
H -7.176 0.867 -0.339
H -0.450 4.737 -4.055
H -2.680 3.397 0.398
H -2.105 -2.251 -2.490
H 0.607 0.019 2.158
H 2.749 0.924 4.270
H -0.446 2.149 -2.364
C 5.884 0.746 3.330
C -1.410 4.118 -2.211
H 5.444 -1.848 -0.681
H -2.615 2.750 -7.967
H -3.640 2.258 -6.608
C -1.454 4.450 -3.716
C 3.734 0.524 4.552
H -0.207 -4.393 3.614
H -1.095 0.063 1.753
H -2.515 0.351 0.014
C -2.197 2.420 0.551
H -0.538 -1.573 -2.985
H -5.106 0.219 -1.524
Si -0.392 2.629 0.051
H -6.634 -2.150 -0.265
H 7.017 -0.605 0.411
H 2.429 -1.336 1.199
H -2.815 4.520 -6.184
C -1.021 -2.427 -2.489
C 6.344 -0.351 1.234
H 6.219 1.375 4.161
H -2.258 2.219 1.631
C 6.763 0.493 2.272
H 2.243 -5.342 1.025
C -7.211 -1.276 -0.578
H 8.278 1.678 1.300
C 5.065 -0.899 1.208
H -1.405 2.423 -4.480
C 2.852 -1.163 2.187
H -8.242 -1.404 -0.248
C 1.145 -5.351 0.949
C -2.115 3.684 -6.075
C 1.307 -3.045 2.841
H -1.203 5.051 -1.670
H 2.056 -3.846 2.713
H 3.717 -1.645 -0.314
C -6.608 -0.006 0.000
```

***

Entry 4:
An isolated molecule of C21H21N5O2S, computed with ωB97M-V/def2-TZVPD.

Frontier orbital gap: 0.280 Eh
SMILES: Cc1ccc(NC(=O)N2CCCn3c(SCC(=O)c4ccccc4)nnc32)cc1
LUMO energy: -0.27 eV
HOMO: -7.893 eV
Largest force on an atom: 0.0191 Eh/bohr
Net charge: 0

XYZ file:
```
50
C21H21N5O2S, DFT ωB97M-V/def2-TZVPD
C 5.651 -0.608 6.067
C -0.171 -1.098 -2.361
N 0.688 -1.455 -0.086
C 1.892 -1.507 0.657
H -2.281 -0.537 -2.386
H -1.980 -2.233 -1.956
H 0.856 -0.687 2.189
C 4.654 -0.724 4.953
H 5.439 -1.346 6.841
C -3.753 1.978 -5.646
H 3.046 0.119 6.087
C -0.489 -0.938 0.352
H -4.633 2.525 -0.724
C -2.467 2.323 -5.261
H -0.106 -1.454 -3.388
H 5.601 0.378 6.525
C 4.083 -1.383 2.698
C -2.644 2.081 -1.533
H 0.426 -2.986 -1.490
N -1.577 -0.845 -0.463
H 0.139 -0.052 -2.326
S -4.089 0.235 -0.261
N 1.777 -1.042 1.915
H 6.661 -0.775 5.703
C 2.411 -0.417 4.125
C 0.734 -1.933 -1.463
C 5.004 -1.263 3.724
H -5.699 1.378 -4.988
N -0.779 -0.455 1.543
H 6.018 -1.596 3.557
O -1.468 2.089 -1.233
C -4.700 1.655 -4.687
H 4.374 -1.802 1.750
C -4.375 1.685 -3.343
O 2.885 -1.953 0.125
H -5.120 1.408 -2.614
H -1.726 2.572 -6.005
H -3.318 2.382 0.494
C -3.705 2.026 -0.460
H 1.779 -1.876 -1.776
C 2.774 -0.959 2.893
C -1.604 -1.209 -1.852
C -2.520 -0.242 0.333
C -2.134 2.347 -3.922
N -2.048 -0.024 1.520
H 1.394 -0.085 4.277
H -1.138 2.612 -3.601
H -4.017 1.957 -6.693
C 3.341 -0.304 5.137
C -3.085 2.035 -2.947
```

***

Entry 5:
A structure of composition C8H4CoINS8Sb at a distorted geometry, computed with ωB97M-V/def2-TZVPD.

Frontier orbital gap (spin up / spin down): 0.230 / 0.196 Eh
LUMO energy (spin up / spin down): 1.88 / 0.50 eV
HOMO (spin up / spin down): -4.386 / -4.845 eV
2S+1: 6
Largest force on an atom: 0.0309 Eh/bohr
Net charge: -1

XYZ file:
```
24
C8H4CoINS8Sb, DFT ωB97M-V/def2-TZVPD
C -0.733 -2.804 0.170
C -0.651 -3.426 -1.063
H -0.768 -0.930 1.209
S 1.807 1.460 3.624
S -0.550 1.593 1.855
C 2.047 1.323 0.972
H -0.403 -0.582 -2.865
S 3.731 1.175 1.468
C 1.139 1.459 1.999
S -3.018 1.341 -0.954
S 1.711 1.259 -0.686
C -0.535 -2.611 -2.179
N -0.601 -0.652 -0.821
C -0.513 -1.238 -2.015
I -0.884 -3.938 1.943
H -0.458 -3.045 -3.164
H -0.664 -4.500 -1.153
Co -0.818 1.519 -0.478
S -0.638 3.680 -1.162
S -3.582 4.156 -3.327
C -0.708 -1.428 0.252
S 4.694 1.137 4.279
C 3.479 1.252 3.188
Sb -3.084 3.800 -1.090
```

***

Entry 6:
A structure of composition C21H31CrO4 at a distorted geometry, computed with ωB97M-V/def2-TZVPD.

Frontier orbital gap (spin up / spin down): 0.164 / 0.217 Eh
LUMO energy (spin up / spin down): 2.69 / 2.68 eV
HOMO (spin up / spin down): -1.764 / -3.221 eV
2S+1: 5
Largest force on an atom: 0.0582 Eh/bohr
Net charge: -1

XYZ file:
```
57
C21H31CrO4, DFT ωB97M-V/def2-TZVPD
H 1.084 -2.617 -3.412
H 0.425 2.742 4.821
H 1.861 2.101 5.639
H 2.581 3.091 -0.901
H -0.757 -3.698 2.736
C -0.163 1.411 -0.650
H 2.464 -1.469 0.773
C -0.064 0.386 -4.840
C 1.828 2.581 -1.554
H -2.202 -1.266 -4.496
C 1.601 -1.267 2.836
H 0.430 3.394 -0.085
H -1.046 -2.121 -5.582
H 1.556 0.641 0.398
H -0.254 3.314 -1.676
Cr -0.765 -0.800 2.180
O 2.064 1.137 -1.591
C -2.487 -1.109 3.518
H 2.399 -0.728 3.346
H -2.494 -1.689 4.445
H 0.983 -0.517 -0.828
H -3.140 -2.599 1.956
C -2.407 0.691 2.048
H 1.990 -1.075 -3.515
C 0.501 -1.954 3.490
H -0.921 0.563 -5.513
H 0.459 -3.268 0.361
H -0.810 1.038 -1.453
C 1.395 2.257 4.675
O -0.456 -0.327 -2.749
H -1.189 1.619 -3.342
H -2.042 0.966 4.266
H 0.282 -1.897 4.562
H 0.941 0.658 -5.197
H 1.934 2.982 -2.584
H -0.724 1.348 0.289
H -2.990 -0.513 0.230
O 0.489 1.927 2.215
C 0.403 2.792 -0.986
C 0.539 0.915 2.902
C -2.840 -1.591 2.210
O 1.195 0.950 4.080
H 0.583 1.491 -3.129
C -2.771 -0.488 1.301
C 1.128 0.567 -0.650
C -0.063 -2.875 2.527
H 2.047 2.879 4.053
C -0.123 -0.960 -4.035
C -0.313 0.965 -3.475
H -2.353 1.710 1.677
C -1.261 -1.838 -4.540
C 0.600 -2.677 1.271
C 1.215 -1.689 -3.989
H 1.524 -1.934 -5.012
H -1.304 -2.747 -3.925
C 1.657 -1.709 1.468
C -2.218 0.303 3.429
```

***

What did the second record say?
The ion C7H10N3O3S with charge -1 at a distorted geometry, computed with ωB97M-V/def2-TZVPD.

Frontier orbital gap: 0.301 Eh
SMILES: CN(NNc1ccccc1)S(=O)(=O)[O-]
LUMO energy: 3.24 eV
HOMO: -4.943 eV
Largest force on an atom: 0.0684 Eh/bohr
Net charge: -1

XYZ file:
```
24
C7H10N3O3S, DFT ωB97M-V/def2-TZVPD
H 1.273 -1.731 -1.706
C -2.136 2.129 -0.362
C -3.567 0.334 0.179
H -0.085 1.522 0.047
H -2.053 3.040 -0.929
N -0.152 -0.854 0.793
H -4.639 -0.019 0.401
C -1.126 1.332 0.165
C -3.410 1.572 -0.393
S 3.577 0.299 0.046
C 1.993 -1.685 -0.952
H -0.167 -1.788 0.469
H -2.860 -1.490 0.973
C -2.545 -0.494 0.689
H 3.018 -1.911 -1.307
N 1.116 -0.280 0.795
O 3.966 -0.566 1.182
N 1.845 -0.330 -0.437
H 1.840 -0.626 1.508
H -4.177 2.319 -0.808
O 4.416 0.108 -1.072
H 1.851 -2.487 -0.201
C -1.290 -0.029 0.518
O 3.312 1.637 0.400
```

***

Please write out number 3 again, unchanged.
A cluster of 2 separate species, C34H57Si in total at a distorted geometry, computed with ωB97M-V/def2-TZVPD.

Frontier orbital gap: 0.212 Eh
LUMO energy: -5.41 eV
HOMO: -11.171 eV
Largest force on an atom: 0.0286 Eh/bohr
Net charge: +1

XYZ file:
```
92
C34H57Si, DFT ωB97M-V/def2-TZVPD
C -5.150 0.134 -0.433
C -2.615 2.506 -6.901
H -1.089 -0.652 -0.387
C -0.499 -2.608 -1.092
H 0.883 -3.737 4.861
C 4.591 0.221 3.365
H -0.580 -0.893 3.138
C 0.590 -3.997 0.597
H -0.820 -3.329 -3.078
C -0.621 -1.608 -0.130
C -2.001 3.331 -4.597
C -0.368 3.077 -1.774
C -0.123 -1.755 1.167
H -2.099 5.333 -3.854
H 4.668 -2.906 0.498
C 4.140 -0.603 2.266
C 4.697 -1.869 0.123
H 0.746 -5.750 1.892
H 0.496 1.397 0.385
H 4.221 1.266 5.193
H -4.901 2.257 -0.125
H -4.505 1.271 1.278
C 0.341 -3.503 3.937
H 0.220 -4.612 -1.435
C 2.115 -1.780 3.297
H -1.157 4.040 -6.467
H 8.255 1.824 3.067
H 2.783 -2.077 4.126
H -6.670 -0.011 1.094
H -0.391 -2.716 4.158
H -2.867 1.449 -1.302
C 0.588 -2.918 1.514
C -4.431 1.313 0.184
H -2.420 3.823 -1.892
C -0.301 -0.601 2.116
H 0.040 3.856 0.783
H -1.996 1.615 -6.757
H -7.202 -1.231 -1.671
H -3.006 3.071 -4.251
H 3.574 -0.365 5.178
C 8.129 1.121 2.236
H 1.421 -1.037 3.717
H 0.888 -6.068 0.158
C -2.951 1.335 -0.208
H 0.640 3.475 -1.968
H -4.612 -0.788 -0.177
H 8.914 0.353 2.291
C 0.119 -3.803 -0.699
H -7.176 0.867 -0.339
H -0.450 4.737 -4.055
H -2.680 3.397 0.398
H -2.105 -2.251 -2.490
H 0.607 0.019 2.158
H 2.749 0.924 4.270
H -0.446 2.149 -2.364
C 5.884 0.746 3.330
C -1.410 4.118 -2.211
H 5.444 -1.848 -0.681
H -2.615 2.750 -7.967
H -3.640 2.258 -6.608
C -1.454 4.450 -3.716
C 3.734 0.524 4.552
H -0.207 -4.393 3.614
H -1.095 0.063 1.753
H -2.515 0.351 0.014
C -2.197 2.420 0.551
H -0.538 -1.573 -2.985
H -5.106 0.219 -1.524
Si -0.392 2.629 0.051
H -6.634 -2.150 -0.265
H 7.017 -0.605 0.411
H 2.429 -1.336 1.199
H -2.815 4.520 -6.184
C -1.021 -2.427 -2.489
C 6.344 -0.351 1.234
H 6.219 1.375 4.161
H -2.258 2.219 1.631
C 6.763 0.493 2.272
H 2.243 -5.342 1.025
C -7.211 -1.276 -0.578
H 8.278 1.678 1.300
C 5.065 -0.899 1.208
H -1.405 2.423 -4.480
C 2.852 -1.163 2.187
H -8.242 -1.404 -0.248
C 1.145 -5.351 0.949
C -2.115 3.684 -6.075
C 1.307 -3.045 2.841
H -1.203 5.051 -1.670
H 2.056 -3.846 2.713
H 3.717 -1.645 -0.314
C -6.608 -0.006 0.000
```

***

Question: What is the net charge in the third record?
Answer: +1

***

Question: The highest largest force on an atom belongs to which entry?
Answer: C7H10N3O3S